# 1
90
Properties=species:S:1:pos:R:3:lowdin_charge:R:1 method="wB97M-V/def2-TZVPD" total_charge=-2 energy_ev=-93863.1883 de_lowest_ev=0.764 orbital_gap_ev=3.13
Rb -0.091 0.037 -0.211 0.8369
S -3.977 4.508 -5.847 0.6287
S -3.241 -1.111 -1.049 0.5274
P -0.292 2.565 2.368 1.0513
O 2.634 0.718 -0.486 -0.1802
O -2.887 0.158 -0.438 -0.4257
O -0.598 -1.147 2.459 0.0178
O -4.182 -1.961 -0.349 -0.3233
O 4.889 0.575 -0.249 -0.0856
N -1.895 -1.772 -1.460 -0.2041
N -0.789 2.407 -2.061 0.0555
N 3.572 -0.969 0.759 -0.0593
N -4.560 5.363 -3.442 0.0804
N 0.601 -2.697 -1.458 0.0900
N 2.328 -1.138 1.404 -0.0237
C -3.771 4.596 -4.213 -0.8202
C -3.515 0.280 -3.412 -0.0503
C -2.399 -5.226 -2.802 -0.1070
C 2.246 -4.367 -1.939 -0.0623
C -3.570 1.264 5.297 -0.1723
C 1.571 1.954 4.409 -0.0837
C 2.487 2.238 2.204 -0.1039
C 1.390 2.282 3.067 -0.3680
C -1.111 -5.676 -2.858 -0.0855
C -5.980 -0.825 -4.040 -0.0956
C 2.831 1.610 4.885 -0.1047
C -1.453 2.105 3.619 -0.4015
C 1.848 -3.096 -1.464 -0.1265
C -5.329 -1.203 -2.870 -0.0704
C 0.527 6.635 2.494 -0.1030
C -3.077 2.606 5.393 -0.1779
C -1.737 -3.061 -1.893 -0.2610
C -0.068 -4.827 -2.407 -0.1748
C 3.920 1.585 4.021 -0.1067
C -1.857 2.890 -1.437 -0.1364
C -0.676 2.618 -3.372 -0.1186
C -1.222 -0.277 2.969 -0.2248
C 0.659 5.256 2.637 -0.0780
C -2.854 3.600 -2.093 -0.0020
C -2.721 -3.938 -2.324 -0.0319
C -1.838 0.662 3.662 -0.2415
C -2.059 2.968 4.528 -0.1768
C -3.026 0.335 4.481 -0.0838
C -4.099 -0.648 -2.556 -0.2459
C -5.402 0.107 -4.890 -0.0995
C -0.366 -3.534 -1.923 -0.1552
C -1.717 6.339 1.705 -0.1074
C -2.732 3.828 -3.459 -0.2448
C -4.164 0.660 -4.575 -0.0803
C 3.750 1.898 2.676 -0.0842
C -0.389 4.399 2.308 -0.3533
C -0.659 7.183 2.029 -0.1221
C -1.579 4.967 1.838 -0.1192
C -1.615 3.319 -4.113 -0.0485
C 3.702 0.222 -0.063 -0.8069
C 1.290 -5.221 -2.405 -0.0422
H -5.217 5.964 -3.908 0.0881
H 0.205 2.203 -3.850 0.1192
H 1.358 7.282 2.754 0.0922
H -4.280 5.599 -2.505 0.0964
H -0.762 8.257 1.920 0.0865
H -5.911 0.409 -5.799 0.0933
H -2.654 6.752 1.350 0.0897
H -0.868 -6.666 -3.229 0.0918
H -3.446 -0.662 4.422 0.0913
H 2.151 -2.121 1.549 0.0638
H -1.936 2.674 -0.377 0.0836
H 4.372 -1.024 1.369 0.0946
H -4.431 0.970 5.892 0.0792
H -3.711 1.391 -5.235 0.0802
H -3.546 3.332 6.044 0.0511
H 3.294 -4.640 -1.921 0.0945
H -1.735 4.005 4.521 0.0909
H 4.899 1.297 4.389 0.0894
H 2.284 -0.650 2.292 0.0623
H -2.413 4.313 1.603 0.1024
H -1.487 3.467 -5.175 0.0862
H 2.355 2.399 1.139 0.0981
H -2.547 0.697 -3.158 0.0959
H -3.759 -3.639 -2.283 0.0875
H 4.573 1.828 1.973 0.0971
H 2.586 -2.397 -1.073 0.0941
H 1.550 -6.207 -2.773 0.1030
H 1.589 4.841 3.005 0.0968
H -3.722 3.905 -1.522 0.1142
H 0.705 1.955 5.064 0.1023
H 2.960 1.345 5.929 0.0889
H -5.770 -1.915 -2.184 0.1039
H -3.211 -5.865 -3.134 0.0920
H -6.944 -1.258 -4.281 0.0925


# 2
87
Properties=species:S:1:pos:R:3:lowdin_charge:R:1 method="wB97M-V/def2-TZVPD" total_charge=+1 energy_ev=-128147.5312 de_lowest_ev=1.393 orbital_gap_ev=5.69
Y -1.490 2.567 0.763 1.0851
S 1.551 4.547 0.421 1.0275
S -2.211 5.000 0.270 0.4612
S 0.594 0.477 1.842 1.0507
S -6.423 3.866 0.256 0.9514
S -4.060 2.100 0.638 0.4738
S -4.854 6.342 -0.010 0.9557
S 0.186 1.118 -2.042 1.1047
O -0.969 1.335 -1.080 -0.6055
O 0.597 3.375 0.206 -0.7104
O -7.486 6.243 -0.177 -0.0481
O -0.123 1.652 2.520 -0.5897
C -2.508 -0.296 -7.264 -0.0367
C 2.016 -4.352 1.021 -0.0530
C 1.158 -3.338 0.708 -0.0103
C -3.040 -1.799 0.298 -0.1329
C 1.302 -0.533 3.109 -0.3733
C 0.622 -0.854 4.281 -0.0413
C -1.832 0.011 -3.549 -0.0473
C -3.964 4.851 0.218 -1.1580
C -4.183 -2.453 -0.221 -0.0046
C 2.570 -1.029 2.854 -0.0805
C 3.244 4.149 2.517 -0.2113
C -0.669 -1.217 0.109 -0.1637
C 0.630 -1.298 -0.612 -0.1471
C 3.616 -3.569 -0.595 -0.0189
C 1.233 -1.682 5.198 -0.0133
C 1.503 -2.383 -0.283 -0.1073
C -1.741 -2.714 -1.557 -0.0179
C -0.611 0.715 -5.950 -0.0224
C -2.015 -0.381 1.963 -0.1120
C 3.606 3.153 1.421 -0.2227
C -2.858 -3.343 -2.025 -0.0519
C 2.748 -2.508 -0.947 -0.1502
C -1.832 0.049 -5.970 -0.2496
C -4.680 3.720 0.349 -1.1609
C 2.508 -2.209 4.960 -0.2490
C -0.607 0.667 -3.561 -0.3711
C 3.260 -4.469 0.367 -0.0559
C 2.262 -0.534 -2.243 -0.0692
C -4.094 -3.207 -1.355 -0.0473
C 1.024 -0.400 -1.572 -0.2894
C 1.816 4.611 2.228 -0.2774
C -0.791 -0.496 1.267 -0.3452
C -3.119 -1.017 1.474 -0.0255
C 3.138 -3.132 5.961 -0.0354
C -2.433 -0.291 -4.753 -0.0118
C -6.477 5.620 -0.016 -1.0148
C -1.804 -1.919 -0.386 -0.1026
C 0.002 1.037 -4.749 -0.0705
C 3.097 -1.567 -1.945 -0.0018
C 3.188 3.829 0.123 -0.2984
C 3.165 -1.870 3.783 -0.0242
H -5.125 -2.340 0.300 0.1247
H 3.094 3.183 -0.748 0.0952
H 3.084 -0.767 1.937 0.1132
H 2.648 -4.107 5.939 0.0925
H 3.928 -5.280 0.628 0.1120
H -0.361 -0.441 4.471 0.1167
H -3.395 -0.789 -4.757 0.1253
H 0.939 1.582 -4.741 0.1116
H -0.144 1.003 -6.883 0.1197
H 3.847 4.663 -0.128 0.1036
H 4.566 -3.653 -1.108 0.1193
H 4.196 -3.282 5.755 0.0810
H 1.085 3.902 2.620 0.0775
H -2.081 0.234 2.851 0.1104
H 3.035 -2.740 6.972 0.0888
H -3.548 0.030 -7.257 0.0896
H -0.799 -2.819 -2.081 0.1265
H -2.504 -1.376 -7.421 0.0909
H -4.073 -0.907 1.974 0.1269
H 3.304 3.717 3.516 0.1229
H 1.574 5.609 2.587 0.0996
H 0.208 -3.260 1.220 0.1250
H 1.740 -5.077 1.775 0.1135
H -2.802 -3.952 -2.918 0.1140
H 4.044 -1.673 -2.459 0.1246
H 0.721 -1.931 6.120 0.1257
H 3.932 4.996 2.486 0.1200
H -2.316 -0.228 -2.611 0.1101
H -2.008 0.170 -8.111 0.0804
H 3.051 2.220 1.548 0.0921
H 4.669 2.914 1.413 0.1226
H 2.543 0.195 -2.994 0.1095
H 4.155 -2.262 3.591 0.1210
H -4.969 -3.707 -1.746 0.1136


# 3
82
Properties=species:S:1:pos:R:3:lowdin_charge:R:1 method="wB97M-V/def2-TZVPD" total_charge=+1 energy_ev=-80932.6564 de_lowest_ev=0.784 orbital_gap_ev=6.44
Cl -2.259 -0.546 3.121 0.6255
Si -0.978 1.020 1.438 0.6099
Si 0.443 0.133 -4.400 0.7542
Al -0.386 -1.039 2.045 -0.0622
N -1.156 -3.048 1.921 0.0815
N 1.173 -2.428 0.672 0.1047
C -1.947 2.710 -0.827 -0.0878
C -1.941 -3.621 2.863 -0.0960
C -0.662 -3.893 0.962 -0.0979
C -2.318 2.160 2.225 -0.3410
C 0.321 3.108 -0.166 -0.1256
C 0.472 -3.457 0.185 -0.1330
C 1.116 0.432 -1.687 -0.0571
C 2.131 -3.732 -1.558 0.0247
C -2.110 -5.002 3.003 -0.0087
C 0.490 4.004 -1.232 -0.0747
C 3.088 3.949 -4.674 -0.0749
C -1.813 3.679 -1.842 -0.0718
C 2.266 -0.462 3.237 -0.1138
C 3.663 2.758 -4.224 -0.0774
C 0.966 0.263 -0.331 -0.0907
C 1.745 3.978 -5.061 -0.0806
C 2.525 -1.843 3.106 -0.1515
C 1.405 -2.572 3.553 -0.1129
C 1.558 1.608 -4.600 -0.3316
C 0.398 -1.636 3.968 -0.2410
C 2.909 1.580 -4.210 -0.1251
C 1.024 -4.251 -0.860 -0.1327
C -0.959 -5.286 0.927 -0.1315
C -0.381 -6.080 -0.109 -0.0020
C -0.590 4.316 -2.059 -0.0947
C -0.288 -0.265 0.174 -0.3228
C -2.498 4.352 3.243 -0.0668
C -1.257 -0.744 -0.756 -0.0390
C 0.108 0.057 -2.581 -0.2493
C 0.953 -0.296 3.775 -0.1951
C -0.883 2.430 0.020 -0.2719
C -4.383 2.824 3.252 -0.0742
C 2.752 -2.589 -1.091 -0.0100
C 0.976 2.813 -5.015 -0.1070
C -1.734 3.360 2.636 -0.1118
C -3.819 4.061 3.601 -0.0762
C -1.677 -5.843 1.997 0.0301
C 2.315 -2.049 0.121 -0.1188
C 0.526 -5.571 -1.006 0.0003
C -3.669 1.915 2.464 -0.1632
C -1.100 -0.444 -2.090 -0.0544
H 2.522 -4.269 -2.421 0.1299
H 1.172 2.929 0.495 0.1035
H -0.477 5.049 -2.862 0.1032
H -2.445 -2.960 3.565 0.0751
H -2.591 -5.354 3.912 0.1241
H 1.091 -1.133 -4.772 -0.0102
H -5.379 2.571 3.611 0.1050
H 1.463 4.467 -1.408 0.1061
H 0.580 0.593 4.284 0.1211
H 1.761 0.587 0.367 0.1310
H 0.159 1.485 2.243 0.0725
H 1.284 4.908 -5.392 0.1087
H -2.030 5.313 3.467 0.1110
H 3.357 0.640 -3.866 0.1016
H 1.312 -3.659 3.617 0.1143
H 3.684 4.859 -4.714 0.1078
H -4.388 4.802 4.164 0.1060
H -0.684 0.377 -5.029 -0.0541
H -0.668 3.533 2.462 0.1009
H -2.132 -1.215 -0.338 0.1217
H -4.143 1.009 2.096 0.0789
H 2.882 -1.263 0.618 0.1168
H -1.828 -6.920 2.042 0.1338
H 2.026 0.904 -2.058 0.1052
H 3.479 -2.280 2.798 0.1109
H -0.470 -1.878 4.586 0.0972
H 2.971 0.342 3.027 0.1099
H 4.698 2.734 -3.877 0.1071
H 0.956 -6.200 -1.783 0.1262
H -0.651 -7.135 -0.145 0.1253
H -2.905 2.199 -0.708 0.1105
H -2.677 3.933 -2.464 0.1054
H 3.575 -2.092 -1.593 0.1206
H -0.088 2.830 -5.275 0.1029
H -1.929 -0.517 -2.781 0.1157